[1]
A molecular structure, C24H43ClP2Tc at a distorted geometry. Source: the OMol25 dataset; level of theory: ωB97M-V with the def2-TZVPD basis set.

```
71
Properties=species:S:1:pos:R:3:lowdin_charge:R:1
Tc 1.034 -0.288 -2.666 1.406
C 0.758 2.984 1.814 -0.212
C -0.432 3.235 1.076 -0.202
C -1.036 2.482 3.165 -0.229
C 0.379 2.524 3.104 -0.191
C -1.540 2.925 1.911 -0.210
C 2.151 3.255 1.400 -0.042
H 2.264 3.227 0.311 0.051
H 2.820 2.500 1.831 0.075
H 2.499 4.241 1.750 0.104
C 1.311 2.271 4.220 -0.012
H 2.268 1.882 3.851 0.080
H 0.901 1.540 4.926 0.080
H 1.528 3.191 4.788 0.116
C -1.834 2.133 4.357 -0.060
H -1.895 2.970 5.074 0.102
H -1.386 1.282 4.889 0.070
H -2.863 1.861 4.086 0.065
C -2.959 3.151 1.568 -0.036
H -3.267 4.193 1.764 0.110
H -3.612 2.498 2.158 0.072
H -3.147 2.949 0.504 0.077
C -0.543 3.784 -0.291 -0.040
H -1.034 4.770 -0.294 0.105
H -1.142 3.122 -0.934 0.074
H 0.442 3.892 -0.751 0.063
C 2.078 -1.901 -3.030 -0.295
C 2.504 -0.806 -3.891 -0.301
C 2.082 -0.797 -5.355 -0.162
C 0.623 -0.336 -5.559 -0.167
C -0.093 0.010 -4.262 -0.294
C -0.632 -1.056 -3.417 -0.303
C -0.349 -2.515 -3.762 -0.158
C 1.122 -2.963 -3.573 -0.157
H 2.244 -1.779 -5.823 0.121
H 0.078 -1.087 -6.150 0.123
H 2.733 -0.101 -5.903 0.123
H 1.503 -3.404 -4.505 0.129
H 2.812 -2.299 -2.317 0.129
H 3.507 -0.388 -3.733 0.129
H 1.120 -3.796 -2.858 0.114
H -0.974 -3.134 -3.102 0.111
H -1.623 -0.874 -2.982 0.109
H -0.696 -2.774 -4.774 0.134
H 0.639 0.572 -6.181 0.122
H -0.720 0.908 -4.355 0.135
P 1.116 -3.479 1.190 0.742
P -1.868 -1.763 1.636 0.696
C -0.393 -4.071 2.023 -0.514
C -1.669 -3.511 1.315 -0.377
H -0.353 -3.801 3.098 0.071
H -0.353 -5.173 1.914 0.091
H -1.606 -3.672 0.220 0.093
H -2.574 -4.022 1.683 0.111
C -2.523 -1.550 3.289 -0.170
H -2.516 -0.483 3.579 0.053
H -1.937 -2.140 4.017 0.085
H -3.564 -1.924 3.286 0.090
C -2.411 -0.654 0.346 -0.209
H -3.454 -0.861 0.058 0.085
H -1.762 -0.737 -0.545 0.038
H -2.342 0.378 0.732 0.055
C 2.185 -3.125 2.612 -0.403
H 2.417 -2.048 2.542 -0.001
H 3.102 -3.706 2.430 0.038
H 1.751 -3.356 3.596 0.048
C 2.083 1.427 -2.239 -0.155
H 1.638 2.061 -1.462 -0.016
H 2.151 2.025 -3.161 0.046
H 3.118 1.183 -1.939 0.048
Cl 0.144 -1.055 1.701 0.397
```

Calculated values
Charge   +2
Calculated total energy   -2163.166422 Ha
HOMO-LUMO gap (spin up / spin down)   4.22 / 4.46 eV
2S+1   4

[2]
A molecular structure, C24H43F5OP2ReTe at a distorted geometry. Source: the OMol25 dataset; level of theory: ωB97M-V with the def2-TZVPD basis set.

```
77
Properties=species:S:1:pos:R:3:lowdin_charge:R:1
Re 1.438 -1.418 -0.538 1.510
C 1.863 -2.871 0.954 -0.271
C 1.029 -3.434 -0.074 -0.283
C 2.994 -2.696 -1.065 -0.313
C 3.066 -2.400 0.335 -0.303
C 1.727 -3.318 -1.324 -0.318
C 1.568 -2.863 2.413 0.026
H 0.527 -2.571 2.597 0.093
H 2.230 -2.168 2.941 0.061
H 1.694 -3.861 2.872 0.133
C 4.176 -1.701 1.033 0.018
H 4.592 -2.319 1.833 0.119
H 3.842 -0.782 1.523 0.089
H 4.991 -1.462 0.346 0.091
C 4.043 -2.414 -2.097 0.013
H 4.487 -3.364 -2.451 0.123
H 4.845 -1.785 -1.694 0.088
H 3.660 -1.900 -2.989 0.102
C 1.212 -3.767 -2.655 0.015
H 2.027 -4.172 -3.275 0.112
H 0.750 -2.953 -3.232 0.099
H 0.431 -4.524 -2.527 0.098
C -0.339 -4.006 0.097 0.017
H -0.315 -5.054 0.435 0.124
H -0.903 -3.994 -0.849 0.097
H -0.917 -3.448 0.847 0.079
C -0.581 0.820 2.702 -0.061
C -1.556 0.094 3.198 -0.029
C -2.562 -0.750 2.419 -0.127
C -3.001 -0.101 1.094 -0.183
C -2.128 -0.369 -0.073 -0.055
C -0.779 -0.106 -0.225 -0.284
C 0.107 0.906 0.363 -0.290
C -0.433 1.739 1.568 -0.174
H -3.464 -0.885 3.028 0.128
H -3.109 0.993 1.221 0.068
H -2.163 -1.763 2.229 0.113
H -1.399 2.271 1.367 0.055
H 0.878 0.438 3.016 -0.016
H -1.703 0.082 4.286 0.137
H 0.359 2.480 1.805 0.147
H 1.092 0.464 0.667 0.084
H -0.300 -0.650 -1.140 0.039
H 0.395 1.593 -0.450 0.061
H -4.000 -0.506 0.825 0.139
H -2.575 -1.027 -0.852 0.133
P -2.159 2.843 -0.667 0.868
P -0.587 1.609 -3.021 0.851
C -2.745 3.340 -2.395 -0.398
C -1.536 3.237 -3.321 -0.427
H -3.143 4.366 -2.337 0.091
H -3.583 2.675 -2.673 0.082
H -1.846 3.247 -4.380 0.081
H -0.818 4.063 -3.169 0.079
C 0.545 1.963 -4.440 -0.308
H 0.941 1.013 -4.826 0.033
H 1.366 2.598 -4.073 0.041
H -0.005 2.495 -5.237 0.051
C -1.835 0.619 -3.951 -0.286
H -2.249 1.202 -4.783 0.056
H -2.644 0.318 -3.281 0.027
H -1.347 -0.275 -4.347 0.033
C -1.466 4.507 -0.242 -0.239
H -0.889 4.403 0.685 0.033
H -2.295 5.215 -0.089 0.054
H -0.808 4.870 -1.041 0.045
C -3.746 3.052 0.231 -0.277
H -4.521 2.397 -0.182 0.056
H -4.075 4.095 0.173 0.053
H -3.600 2.817 1.291 0.037
F 2.510 0.584 6.937 -0.318
Te 2.186 0.422 5.069 1.949
F 0.818 -0.832 5.452 -0.351
F 0.857 1.774 5.162 -0.339
F 3.527 1.714 4.738 -0.335
F 3.457 -0.978 5.006 -0.345
O 1.894 0.173 3.211 -0.402
```

Calculated values
Charge   +2
Calculated total energy   -2542.991385 Ha
HOMO-LUMO gap (spin up / spin down)   5.31 / 4.61 eV
2S+1   4

[3]
A molecular structure, C24H43FeN2OP2 at a distorted geometry. Source: the OMol25 dataset; level of theory: ωB97M-V with the def2-TZVPD basis set.

```
73
Properties=species:S:1:pos:R:3:lowdin_charge:R:1
Fe 0.335 -0.792 -0.271 0.111
P 0.619 -0.115 -2.401 0.994
P -0.414 -1.804 1.607 0.999
N -1.612 -1.763 -1.176 -0.201
C -0.831 -0.804 -3.316 -0.281
H -1.216 -0.034 -3.996 0.083
H -0.490 -1.675 -3.907 0.088
C -2.059 -1.175 -2.447 -0.240
H -2.664 -0.295 -2.143 0.119
H -2.702 -1.936 -2.957 0.136
C -2.639 -2.128 -0.190 -0.240
H -3.291 -2.907 -0.661 0.137
H -3.214 -1.189 -0.031 0.120
C -1.967 -2.662 1.100 -0.283
H -1.754 -3.743 1.010 0.088
H -2.726 -2.507 1.877 0.083
C -0.953 -0.701 3.026 -0.524
C 0.144 0.254 3.465 -0.117
H -0.301 1.003 4.128 0.084
H 0.607 0.796 2.636 0.042
H 0.936 -0.254 4.023 0.075
C 0.668 -3.150 2.292 -0.522
C 1.862 -2.609 3.074 -0.096
H 2.558 -3.443 3.226 0.097
H 1.573 -2.244 4.068 0.074
H 2.411 -1.820 2.544 0.059
C 2.097 -0.816 -3.273 -0.525
C 3.398 -0.111 -2.891 -0.097
H 4.227 -0.731 -3.255 0.097
H 3.530 0.004 -1.807 0.059
H 3.491 0.870 -3.375 0.075
C 0.535 1.727 -2.750 -0.525
C 1.527 2.518 -1.917 -0.116
H 1.303 3.582 -2.042 0.085
H 2.559 2.357 -2.239 0.074
H 1.468 2.301 -0.848 0.043
C 1.993 -0.496 0.285 -0.377
C -0.083 -4.220 3.092 -0.095
H -0.448 -3.829 4.051 0.067
H -0.920 -4.657 2.535 0.066
H 0.639 -5.020 3.301 0.095
C 1.949 -0.920 -4.796 -0.095
H 2.821 -1.479 -5.160 0.095
H 1.047 -1.466 -5.097 0.066
H 1.953 0.070 -5.273 0.068
C 0.636 2.079 -4.236 -0.100
H 0.334 3.130 -4.342 0.089
H 1.667 1.999 -4.608 0.079
H -0.030 1.487 -4.878 0.076
C -1.547 -1.465 4.213 -0.099
H -0.768 -1.949 4.820 0.079
H -2.049 -0.728 4.855 0.089
H -2.301 -2.210 3.926 0.076
H -1.756 -0.123 2.540 0.092
H -0.485 1.954 -2.401 0.092
H 1.042 -3.596 1.354 0.102
H 2.119 -1.834 -2.845 0.100
O 3.083 -0.249 0.676 0.039
H -1.133 -2.641 -1.432 0.131
H 1.602 -1.911 -0.468 0.075
N -0.571 0.839 0.176 0.144
C -0.880 1.911 0.560 -0.044
C -1.107 3.205 1.102 -0.139
C -0.049 3.879 1.746 0.111
C -0.274 5.138 2.290 0.076
C -1.539 5.720 2.177 0.031
C -2.593 5.056 1.533 0.074
C -2.379 3.799 0.992 0.106
H 0.935 3.403 1.815 0.162
H 0.538 5.663 2.793 0.156
H -1.716 6.705 2.600 0.143
H -3.575 5.512 1.444 0.154
H -3.168 3.241 0.482 0.162
```

Calculated values
Charge   +2
Calculated total energy   -3070.716777 Ha
HOMO-LUMO gap (spin up / spin down)   4.02 / 1.94 eV
2S+1   6

> Which formula does entry 3 have?

C24H43FeN2OP2

> The lowest calculated total energy belongs to which entry?

C24H43FeN2OP2